(1)
Below is an isolated molecule of C19H21N3O2S, with properties calculated with ωB97M-V with the def2-TZVPD basis set.

Calculated values
ΔE to the lowest compared entry with this formula, charge and spin (kJ/mol): 261.8
Calculated total energy (Ha): -1449.52635
LUMO (eV): 0.7083
HOMO-LUMO gap (eV): 8.4
E_HOMO (eV): -7.7
Structure (SMILES): C/C=C(\c1ccccc1)c1ccc2nc(N)n(S(=O)(=O)C(C)C)c2c1

The geometry in XYZ format:
```
46
C19H21N3O2S | the OMol25 dataset | ωB97M-V with the def2-TZVPD basis set
C 3.20369 -4.12593 -0.93288
C 2.29569 -3.39940 0.02961
C 1.87043 -2.08509 -0.09576
C 2.28998 -1.26527 -1.24990
C 2.95906 -0.05735 -0.97972
C 3.29737 0.78847 -2.05118
C 2.93266 0.46252 -3.36017
C 2.31619 -0.78609 -3.61657
C 1.97682 -1.62148 -2.55672
C 0.90360 -1.58205 0.80962
C 1.01597 -1.86310 2.20498
C 0.00437 -1.41336 3.10557
C -1.08006 -0.69898 2.58113
N -2.17694 -0.22780 3.28714
C -2.93530 0.32212 2.37314
N -4.13179 0.78174 2.78766
N -2.39917 0.28325 1.11482
S -2.94844 1.34776 -0.08602
O -2.47961 1.01178 -1.44254
O -4.44089 1.33754 -0.11055
C -2.42944 2.97914 0.43809
C -0.90507 3.00026 0.56857
C -2.83964 4.00790 -0.61485
C -1.19245 -0.40628 1.23520
C -0.18977 -0.83861 0.34693
H 3.81180 -3.42366 -1.54285
H 3.89320 -4.75613 -0.39678
H 2.64581 -4.74161 -1.66020
H 1.88030 -4.02809 0.80481
H 3.22908 0.27010 0.05229
H 3.81410 1.71545 -1.87081
H 3.25870 1.10049 -4.17408
H 2.07212 -1.05979 -4.63833
H 1.49367 -2.56929 -2.74567
H 1.86745 -2.35891 2.61104
H 0.05247 -1.58902 4.19607
H -4.81643 0.88453 2.06857
H -4.44774 0.38992 3.66812
H -2.83222 3.16672 1.42157
H -0.58987 2.29052 1.28747
H -0.45313 2.72309 -0.38199
H -0.58910 4.00575 0.89639
H -2.62835 5.02058 -0.34031
H -3.91283 3.96286 -0.78101
H -2.36204 3.72642 -1.55404
H -0.30422 -0.68158 -0.70583
```

***

(2)
Below is an isolated molecule of C5H10O2, with properties calculated with ωB97M-V with the def2-TZVPD basis set.

Calculated values
ΔE to the lowest compared entry with this formula, charge and spin (kJ/mol): 131.1
Calculated total energy (Ha): -346.97549
LUMO (eV): 1.0330
HOMO-LUMO gap (eV): 10.9
E_HOMO (eV): -9.8
Structure (SMILES): OC[C@H]1CCCO1

The geometry in XYZ format:
```
17
C5H10O2 | the OMol25 dataset | ωB97M-V with the def2-TZVPD basis set
O -2.49273 1.18564 -1.04031
C -1.79704 0.82172 0.12793
C -0.33264 0.52632 -0.14314
C 0.45950 0.12410 1.09004
C 1.69205 -0.54825 0.46124
C 1.11324 -1.13309 -0.85190
O -0.21477 -0.60616 -0.99992
H -2.39311 0.44629 -1.65418
H -2.24972 -0.05353 0.62671
H -1.85963 1.67284 0.81711
H 0.13338 1.40137 -0.62847
H -0.12995 -0.61201 1.65289
H 0.69788 0.96949 1.74406
H 2.13887 -1.31659 1.10571
H 2.46319 0.20403 0.24394
H 1.04263 -2.22765 -0.83269
H 1.72884 -0.85452 -1.71904
```

***

> The highest LUMO belongs to which entry?

C5H10O2